(1)
{"formula": "C11H26CaN7OS", "method": "ωB97M-V with the def2-TZVPD basis set", "lumo_energy_ev": -2.8, "total_charge": 1, "fmax_ev_per_a": 3.43, "energy_ev": -53574.630, "gap_ev": 9.65, "species": ["Ca", "C", "N", "C", "C", "C", "N", "C", "C", "H", "H", "H", "H", "H", "H", "H", "H", "H", "H", "H", "H", "H", "H", "H", "H", "C", "C", "C", "C", "N", "C", "N", "N", "N", "H", "H", "H", "H", "H", "H", "H", "H", "H", "H", "O", "S", "N"], "positions_angstrom": [[8.773, 7.953, 5.026], [11.137, 6.201, 3.546], [10.865, 6.709, 4.915], [11.749, 7.865, 5.145], [10.967, 5.680, 5.868], [10.295, 6.022, 7.270], [8.877, 6.443, 7.185], [7.970, 5.248, 6.999], [8.513, 7.269, 8.381], [11.904, 5.395, 3.645], [11.575, 6.984, 2.931], [10.177, 5.843, 3.113], [12.728, 7.473, 5.459], [11.316, 8.701, 5.785], [11.958, 8.295, 4.129], [12.014, 5.460, 6.069], [10.379, 4.841, 5.464], [10.947, 6.744, 7.826], [10.254, 5.049, 7.770], [8.278, 4.505, 7.751], [8.101, 4.820, 5.976], [6.925, 5.515, 7.171], [9.092, 6.952, 9.273], [7.447, 7.199, 8.581], [8.682, 8.346, 8.158], [5.235, 11.719, 5.187], [5.462, 12.256, 6.632], [5.006, 11.170, 7.693], [6.882, 12.790, 6.742], [7.810, 11.647, 6.822], [7.735, 10.380, 6.331], [8.975, 9.917, 6.120], [9.788, 10.826, 6.770], [9.122, 11.855, 7.146], [4.209, 11.965, 4.778], [5.191, 10.642, 5.037], [5.893, 12.186, 4.394], [4.842, 13.170, 6.773], [4.865, 10.179, 7.237], [4.092, 11.539, 8.082], [5.744, 11.172, 8.497], [7.033, 13.417, 7.617], [7.052, 13.441, 5.887], [6.818, 9.942, 5.977], [7.806, 6.255, 3.431], [6.448, 6.818, 3.721], [6.251, 7.900, 4.727]]}

=====

(2)
{"formula": "C11H26Cl6O4", "method": "ωB97M-V with the def2-TZVPD basis set", "lumo_energy_ev": 0.6, "de_lowest_kj_mol": 1.3, "fmax_ev_per_a": 3.10, "energy_ev": -95149.736, "smiles": "COCCOC.COCCOC.ClCCl.ClCCl.ClCCl", "gap_ev": 9.89, "species": ["C", "O", "C", "C", "O", "C", "H", "H", "H", "H", "H", "H", "H", "H", "H", "H", "C", "O", "C", "C", "O", "C", "H", "H", "H", "H", "H", "H", "H", "H", "H", "H", "C", "Cl", "Cl", "H", "H", "C", "Cl", "Cl", "H", "H", "C", "Cl", "Cl", "H", "H"], "positions_angstrom": [[1.344, -1.162, -0.001], [1.818, -2.071, -0.960], [1.321, -1.933, -2.270], [0.955, -3.382, -2.739], [-0.228, -3.903, -2.283], [-0.333, -5.300, -2.638], [1.902, -1.378, 0.898], [0.274, -1.250, 0.260], [1.367, -0.130, -0.318], [2.144, -1.529, -2.881], [0.396, -1.333, -2.367], [1.826, -3.946, -2.324], [0.974, -3.426, -3.803], [-1.408, -5.572, -2.749], [0.070, -6.020, -1.956], [0.227, -5.470, -3.540], [0.152, 2.903, 1.127], [0.501, 2.270, -0.127], [0.110, 2.964, -1.341], [-1.104, 2.307, -2.065], [-0.950, 0.908, -2.073], [-2.116, 0.186, -2.670], [-0.918, 2.971, 1.227], [0.520, 3.912, 1.109], [0.638, 2.329, 1.890], [0.965, 2.857, -1.970], [-0.015, 4.013, -1.095], [-1.096, 2.676, -3.080], [-2.058, 2.578, -1.597], [-2.468, 0.741, -3.584], [-3.007, 0.144, -2.028], [-1.755, -0.805, -2.960], [-1.910, 1.280, 5.755], [-1.645, -0.386, 6.392], [-0.324, 2.080, 5.721], [-2.197, 1.218, 4.739], [-2.553, 1.802, 6.445], [3.936, 1.754, 2.603], [3.104, 0.448, 3.327], [5.767, 1.535, 2.654], [3.670, 1.804, 1.546], [3.772, 2.694, 3.007], [-2.266, 0.104, 1.209], [-1.653, -0.540, 2.725], [-3.754, 1.053, 1.532], [-1.472, 0.690, 0.753], [-2.523, -0.685, 0.497]]}

=====

(3)
{"formula": "C11H26ClI2IrN2P2Se", "method": "ωB97M-V with the def2-TZVPD basis set", "lumo_energy_ev": [-10.5, -13.6], "s2": 8.770, "multiplicity": 6, "de_lowest_kj_mol": 93.5, "total_charge": 3, "fmax_ev_per_a": 2.39, "energy_ev": -130266.799, "gap_ev": [6.70, 4.67], "species": ["I", "I", "Ir", "P", "C", "C", "H", "H", "H", "H", "H", "H", "C", "H", "H", "H", "P", "C", "C", "H", "H", "H", "C", "H", "H", "H", "H", "H", "H", "Cl", "C", "N", "C", "C", "N", "C", "C", "Se", "H", "H", "H", "H", "H", "H", "H", "H"], "positions_angstrom": [[0.292, 1.695, -5.552], [-0.410, 3.514, -3.643], [-0.010, 0.003, -1.051], [-2.223, 0.018, -1.340], [-3.138, 1.169, -0.277], [-2.787, 0.436, -3.014], [-3.878, 0.323, -3.006], [-4.017, -1.509, -1.205], [-2.336, -0.237, -3.748], [-2.523, -2.366, -1.701], [-2.870, 2.188, -0.575], [-2.500, 1.464, -3.258], [-2.944, -1.630, -1.015], [-4.205, 0.993, -0.451], [-2.793, -1.971, 0.015], [-2.904, 1.018, 0.781], [2.203, 0.037, -1.337], [3.099, 1.194, -0.263], [2.941, -1.605, -1.016], [2.332, -0.217, -3.750], [3.865, 0.353, -2.999], [2.484, 1.480, -3.266], [2.774, 0.457, -3.011], [2.526, -2.343, -1.703], [4.012, -1.472, -1.208], [4.169, 1.029, -0.428], [2.856, 1.042, 0.792], [2.796, -1.952, 0.013], [2.826, 2.211, -0.562], [-0.003, -1.681, -2.757], [2.452, -0.509, 2.847], [1.113, -0.128, 3.198], [0.709, 0.541, 4.342], [-0.644, 0.554, 4.344], [-1.068, -0.107, 3.202], [-2.411, -0.462, 2.853], [0.018, -0.470, 2.467], [0.003, -1.438, 0.780], [2.885, -1.189, 3.598], [3.075, 0.386, 2.735], [2.388, -1.056, 1.891], [1.438, 0.954, 5.014], [-1.364, 0.979, 5.018], [-2.854, -1.134, 3.604], [-3.016, 0.445, 2.747], [-2.360, -1.009, 1.896]]}

=====

(4)
{"formula": "C11H26IN3O2P", "method": "ωB97M-V with the def2-TZVPD basis set", "lumo_energy_ev": -3.1, "total_charge": 1, "fmax_ev_per_a": 0.73, "energy_ev": -37776.293, "gap_ev": 7.54, "species": ["N", "P", "C", "C", "C", "C", "C", "C", "I", "C", "O", "N", "H", "H", "H", "H", "H", "H", "H", "H", "H", "H", "H", "H", "H", "H", "C", "C", "C", "O", "C", "N", "H", "H", "H", "H", "H", "H", "H", "H", "H", "H", "H", "H"], "positions_angstrom": [[-0.596, 4.687, 5.381], [-0.530, 5.070, 3.873], [-1.364, 3.987, 2.657], [-0.570, 2.658, 2.391], [-1.316, 1.640, 3.257], [-1.114, 0.136, 3.135], [-0.995, -0.454, 1.724], [0.357, -0.195, 1.042], [0.194, 0.710, -0.912], [-2.733, 2.131, 3.054], [-3.706, 1.480, 2.780], [-2.666, 3.506, 3.167], [-1.232, 3.924, 5.583], [-0.990, 6.364, 3.564], [0.773, 5.106, 3.341], [-1.514, 4.490, 1.695], [-0.665, 2.460, 1.319], [0.491, 2.757, 2.637], [-1.053, 1.933, 4.286], [-1.996, -0.329, 3.595], [-0.250, -0.162, 3.744], [-1.104, -1.541, 1.820], [-1.840, -0.131, 1.105], [0.903, -1.119, 0.854], [0.998, 0.484, 1.609], [-3.490, 4.004, 2.857], [1.247, -4.443, -3.083], [0.807, -2.995, -2.970], [0.587, -2.274, -4.300], [1.828, -2.012, -4.917], [2.216, -2.881, -5.987], [1.893, -2.200, -2.287], [2.241, -4.528, -3.525], [1.264, -4.930, -2.108], [0.548, -4.990, -3.713], [-0.082, -2.910, -2.344], [0.106, -1.310, -4.113], [-0.073, -2.863, -4.940], [1.340, -3.252, -6.518], [2.807, -3.724, -5.624], [2.822, -2.292, -6.671], [2.298, -2.685, -1.488], [1.537, -1.280, -1.979], [2.621, -2.025, -2.994]]}

=====

(5)
{"formula": "C11H26N4O4PS3Zn", "method": "ωB97M-V with the def2-TZVPD basis set", "lumo_energy_ev": -2.5, "de_lowest_kj_mol": 94.2, "total_charge": 1, "fmax_ev_per_a": 0.55, "energy_ev": -116190.940, "gap_ev": 8.10, "species": ["Zn", "C", "O", "C", "O", "N", "N", "H", "H", "H", "H", "H", "H", "S", "C", "N", "C", "C", "N", "H", "H", "H", "H", "H", "H", "C", "C", "C", "O", "P", "S", "S", "O", "C", "C", "C", "H", "H", "H", "H", "H", "H", "H", "H", "H", "H", "H", "H", "H", "H"], "positions_angstrom": [[1.336, -0.491, -0.259], [-1.859, -2.041, -3.378], [-1.627, -2.680, -2.100], [-0.834, -2.054, -1.264], [-0.317, -0.957, -1.477], [-0.674, -2.752, -0.115], [0.227, -2.277, 0.844], [-2.350, -2.794, -3.983], [-0.913, -1.744, -3.822], [-2.503, -1.176, -3.238], [-1.081, -3.671, -0.035], [0.944, -2.974, 1.022], [-0.271, -2.073, 1.706], [0.068, 0.859, 1.115], [0.312, 2.527, 0.839], [1.189, 3.101, 0.023], [1.185, 4.563, 0.132], [-0.087, 4.816, 0.965], [-0.401, 3.467, 1.452], [1.895, 2.580, -0.468], [1.133, 5.024, -0.851], [2.085, 4.908, 0.639], [-0.905, 5.201, 0.357], [0.088, 5.496, 1.794], [-1.180, 3.245, 2.048], [4.451, 1.143, 0.529], [5.612, 0.721, -0.350], [6.150, 1.843, -1.211], [5.307, -0.415, -1.196], [4.102, -0.807, -2.134], [4.674, -1.683, -3.724], [2.831, -1.954, -0.954], [3.332, 0.601, -2.322], [2.751, 1.067, -3.576], [1.719, 0.116, -4.146], [2.138, 2.413, -3.251], [4.811, 1.839, 1.289], [4.015, 0.281, 1.036], [3.688, 1.639, -0.068], [6.402, 0.333, 0.293], [5.372, 2.211, -1.883], [6.989, 1.495, -1.810], [6.488, 2.670, -0.582], [3.579, 1.197, -4.274], [0.945, -0.084, -3.405], [2.164, -0.827, -4.455], [1.255, 0.586, -5.015], [1.288, 2.275, -2.575], [1.764, 2.888, -4.158], [2.872, 3.080, -2.791]]}

=====

(6)
{"formula": "C11H26O6P", "method": "ωB97M-V with the def2-TZVPD basis set", "lumo_energy_ev": 2.8, "de_lowest_kj_mol": 511.4, "total_charge": -1, "fmax_ev_per_a": 8.55, "energy_ev": -33395.629, "gap_ev": 6.77, "species": ["O", "C", "O", "C", "C", "C", "C", "P", "C", "C", "C", "C", "O", "O", "C", "C", "O", "H", "H", "H", "H", "H", "H", "H", "H", "H", "H", "H", "H", "H", "H", "H", "H", "H", "H", "H", "H", "H", "H", "H", "H", "O", "H", "H"], "positions_angstrom": [[-5.061, -0.972, -0.133], [-4.253, -0.071, -0.696], [-3.870, -0.059, -2.137], [-3.109, -1.282, -2.444], [-1.577, -0.806, -2.878], [-0.986, 0.117, -1.615], [0.623, 0.272, -1.887], [1.544, 1.256, -0.479], [2.638, -0.230, 0.013], [2.106, -1.092, 1.302], [0.821, -2.090, 0.961], [1.147, -3.680, 1.193], [0.355, -4.140, 2.368], [0.313, 1.082, 0.741], [0.429, 1.901, 1.976], [1.927, 2.616, 1.864], [2.517, 2.368, 0.506], [-3.770, 0.799, -0.038], [-3.603, -1.964, -3.269], [-2.965, -1.875, -1.419], [-1.583, -0.192, -3.897], [-0.956, -1.784, -3.054], [-1.256, -0.481, -0.641], [-1.525, 1.153, -1.708], [1.055, -0.806, -2.044], [0.850, 0.874, -2.875], [0.773, 2.392, -0.985], [2.503, 1.554, -1.525], [3.694, 0.226, 0.332], [2.873, -0.986, -0.856], [1.931, -0.433, 2.272], [2.996, -1.833, 1.593], [-0.049, -1.778, 1.705], [0.418, -1.892, -0.120], [2.300, -3.889, 1.360], [0.740, -4.255, 0.235], [-0.069, -5.020, 2.096], [-0.502, 2.588, 2.189], [0.463, 1.083, 2.844], [1.680, 3.764, 2.077], [2.672, 2.186, 2.682], [-1.301, 5.032, 1.834], [-2.166, 4.901, 1.417], [-0.767, 5.447, 1.140]]}